Computed, not measured: a cluster of 11 separate species, C31H89N7O16 in total at a distorted geometry, with wB97M-V/def2-TZVPD.

CARTESIAN COORDINATES (ANGSTROEM)
1 C -11.0068 15.9035 -15.6608
2 O -10.8448 15.4726 -14.2676
3 C -11.9608 14.6500 -13.7153
4 C -12.9064 15.5829 -12.9974
5 N -13.8484 14.7997 -12.2993
6 C -13.3273 14.1650 -11.0212
7 C -14.5284 13.5673 -10.1818
8 O -15.1388 12.5481 -10.9699
9 C -16.0347 11.6507 -10.2540
10 H -10.0863 16.4117 -15.9480
11 H -11.8715 16.5657 -15.7050
12 H -11.1982 14.9918 -16.2266
13 H -11.5411 14.0692 -12.8939
14 H -12.4783 13.9970 -14.4181
15 H -13.3603 16.3043 -13.6768
16 H -12.3266 16.1489 -12.2683
17 H -14.1583 14.0011 -12.8343
18 H -12.8445 14.8880 -10.3636
19 H -12.6070 13.3911 -11.2863
20 H -15.2518 14.3563 -9.9761
21 H -14.1044 13.1047 -9.2906
22 H -15.4610 11.2301 -9.4281
23 H -16.3148 10.9187 -11.0115
24 H -16.9033 12.2175 -9.9189
25 C -18.8995 5.7890 -8.2769
26 O -20.2634 5.7490 -8.4005
27 C -20.7133 6.3383 -9.6390
28 C -22.0250 7.0984 -9.4536
29 N -22.9856 6.1829 -8.7352
30 C -24.2222 6.8763 -8.3935
31 C -25.1458 5.9854 -7.5523
32 O -25.7507 5.0968 -8.4479
33 C -26.3733 4.0154 -7.7326
34 H -18.5588 6.8059 -8.0819
35 H -18.2997 5.5315 -9.1499
36 H -18.4390 5.1693 -7.5075
37 H -20.7867 5.4972 -10.3284
38 H -19.9920 7.0311 -10.0723
39 H -22.3620 7.4570 -10.4262
40 H -21.9151 7.8934 -8.7161
41 H -22.4752 5.8948 -7.9126
42 H -24.6524 7.0894 -9.3721
43 H -24.0514 7.7992 -7.8392
44 H -25.8829 6.6045 -7.0410
45 H -24.5300 5.5032 -6.7931
46 H -26.8408 4.3652 -6.8122
47 H -25.7186 3.1726 -7.5113
48 H -27.2389 3.6760 -8.3015
49 C -19.1177 11.4161 -4.4975
50 O -19.8250 10.8801 -5.6189
51 C -20.9500 9.9949 -5.2722
52 C -21.8578 9.9340 -6.5431
53 N -22.9292 10.9838 -6.7126
54 C -22.4815 12.3383 -6.6653
55 C -23.5548 13.4036 -6.8600
56 O -23.0204 14.7329 -6.5662
57 C -23.9304 15.7341 -6.7639
58 H -19.7841 12.0015 -3.8639
59 H -18.2296 11.9739 -4.7944
60 H -18.9086 10.5466 -3.8744
61 H -21.6083 10.0731 -4.4070
62 H -20.4891 9.0097 -5.2019
63 H -22.4488 9.0306 -6.3923
64 H -21.2933 9.8761 -7.4738
65 H -23.6784 10.7905 -6.0634
66 H -21.6348 12.4852 -7.3358
67 H -22.0797 12.5223 -5.6689
68 H -24.3293 13.2951 -6.1008
69 H -23.9266 13.3145 -7.8808
70 H -24.6120 15.5172 -7.5864
71 H -23.4197 16.6914 -6.8681
72 H -24.5159 15.7934 -5.8465
73 C -16.9085 17.6060 -11.9343
74 O -17.7602 16.8847 -12.7791
75 C -17.1550 15.6483 -13.0919
76 C -17.8935 14.7804 -14.0824
77 N -19.2903 14.6096 -13.6707
78 C -19.4935 13.7512 -12.4744
79 C -20.9820 13.9871 -12.1078
80 O -21.3217 15.2790 -11.7484
81 C -20.6723 15.7360 -10.6108
82 H -16.9249 17.3151 -10.8840
83 H -17.2689 18.6313 -11.8514
84 H -15.8907 17.6358 -12.3235
85 H -17.0792 15.0397 -12.1908
86 H -16.1196 15.7689 -13.4105
87 H -17.3866 13.8297 -14.2478
88 H -17.9312 15.2888 -15.0458
89 H -19.6414 15.5225 -13.4187
90 H -18.8658 14.0230 -11.6257
91 H -19.5221 12.6941 -12.7385
92 H -21.2505 13.3011 -11.3045
93 H -21.5994 13.7399 -12.9714
94 H -19.5936 15.6053 -10.6971
95 H -21.0791 15.1333 -9.7988
96 H -20.8939 16.7974 -10.4999
97 C -29.4121 9.7683 -18.9897
98 O -28.9724 10.1973 -17.7607
99 C -27.5259 10.4317 -17.8161
100 C -27.2285 11.2881 -16.6412
101 N -25.8085 11.6184 -16.5964
102 C -25.5055 12.1983 -15.2985
103 C -24.0084 12.6658 -15.2243
104 O -23.0556 11.6279 -15.2625
105 C -23.1657 10.4561 -14.4859
106 H -30.4591 9.4659 -19.0097
107 H -28.9483 8.8047 -19.2006
108 H -29.2074 10.4777 -19.7916
109 H -27.2435 11.0689 -18.6542
110 H -26.9563 9.5055 -17.8924
111 H -27.4354 10.8149 -15.6813
112 H -27.8806 12.1558 -16.7412
113 H -25.2280 10.7921 -16.6157
114 H -25.6670 11.4227 -14.5498
115 H -26.0889 13.0994 -15.1095
116 H -23.7609 13.1413 -14.2752
117 H -23.6758 13.1885 -16.1211
118 H -23.4043 10.7098 -13.4530
119 H -22.2903 9.8141 -14.3882
120 H -23.9336 9.7650 -14.8333
121 N -20.2518 10.0506 -10.0852
122 C -19.8685 10.1766 -11.3210
123 N -20.9350 10.3555 -12.0549
124 O -18.7421 10.0756 -11.6936
125 H -19.5613 10.2548 -9.3769
126 H -21.2033 10.1352 -9.7572
127 H -20.8073 10.3884 -13.0563
128 H -21.8376 10.3032 -11.6046
129 O -20.3301 12.2570 -15.1457
130 H -20.0119 13.1209 -14.8837
131 H -21.2654 12.3839 -15.3048
132 O -16.8497 8.6911 -10.3433
133 H -17.1665 8.7501 -9.4420
134 H -17.2936 9.4051 -10.8010
135 O -18.5091 10.2296 -14.4007
136 H -18.5658 10.1202 -13.4514
137 H -19.2328 10.8171 -14.6182
138 O -18.4885 11.2727 -7.9425
139 H -18.1084 12.1497 -7.9941
140 H -18.7872 11.1935 -7.0366
141 O -22.9631 11.0677 -9.7286
142 H -22.8879 11.1429 -8.7773
143 H -23.8558 11.3541 -9.9221

Output
Highest occupied orbital energy (Eh): -0.3084
Molar mass (u): 816.09
Lowest unoccupied orbital energy (Ha): 0.00088
SMILES: COCCNCCOC.COCCNCCOC.COCCNCCOC.COCCNCCOC.COCCNCCOC.NC(N)=O.O.O.O.O.O
Kohn-Sham gap (eV): 8.42
ΔE to the lowest compared entry with this formula, charge and spin (eV): 2.745